Computed, not measured: a cluster of 2 separate species, HN3O in total, with ωB97M-V/def2-TZVPD.

## Properties
**ΔE to the lowest compared entry with this formula, charge and spin**: 3.1 kcal/mol
**E_LUMO**: -0.14 eV
**HOMO level**: -9.60 eV
**Orbital gap**: 9.46 eV

XYZ file:
```
5
HN3O ωB97M-V/def2-TZVPD
O -1.238 -0.473 -0.914
N -0.728 -1.027 2.303
N -0.113 -0.815 -0.916
N -0.656 -2.086 1.984
H 0.384 -0.074 -0.471
```


Computed, not measured: a cluster of 3 separate species, C28H26BCl2N2O4 in total, with ωB97M-V/def2-TZVPD.

## Properties
**ΔE to the lowest compared entry with this formula, charge and spin**: 18.5 kcal/mol
**Total charge**: -1
**E_LUMO**: 0.20 eV
**HOMO level**: -2.82 eV
**Orbital gap**: 3.03 eV

XYZ file:
```
63
C28H26BCl2N2O4 ωB97M-V/def2-TZVPD
Cl -1.612 4.732 -0.492
Cl -2.903 3.053 1.941
O -0.669 2.530 3.950
O 1.496 1.009 -1.991
O 1.340 4.383 -0.465
O 1.415 -0.786 -3.483
N 3.942 3.068 0.406
N 2.519 1.120 4.036
C 3.664 0.282 -3.251
C 0.681 -3.947 0.425
C 2.847 2.786 0.718
C -0.101 0.635 -4.634
C 5.420 -0.152 -4.889
C -0.837 1.781 -1.992
C 1.470 2.571 1.037
C 4.195 -0.491 -4.304
C -0.332 2.674 2.780
C 0.086 -0.254 -3.390
C 4.463 1.298 -2.705
C 2.705 -0.885 1.216
C 1.022 2.296 2.306
C 4.162 -0.617 1.120
C -1.226 3.256 1.730
C 2.218 -2.047 0.536
C 2.714 -2.443 -0.761
C 1.857 1.665 3.249
C 0.741 3.634 0.311
C -0.831 -1.446 -3.475
C -0.264 -0.317 -0.859
C 2.144 -3.493 -1.464
C 1.138 -4.256 -0.861
C 5.711 1.600 -3.257
C 1.191 -2.852 1.103
C 6.185 0.907 -4.378
C -0.692 3.806 0.607
C 0.105 0.580 -2.030
B 2.173 0.198 -2.896
H 4.730 -1.187 1.891
H -1.840 -1.190 -3.150
H -1.145 0.959 -4.728
H -0.875 -1.763 -4.522
H 2.553 -3.701 -2.458
H 6.317 2.405 -2.839
H -0.369 2.705 -2.350
H 5.783 -0.686 -5.772
H -1.345 -0.536 -0.874
H 3.647 -1.350 -4.688
H -1.778 1.592 -2.537
H 0.765 -5.098 -1.431
H 4.553 -1.034 0.169
H 7.075 1.253 -4.916
H 4.375 0.462 1.149
H 0.178 0.030 -5.509
H 3.491 -1.799 -1.194
H 2.070 -0.372 1.935
H 0.271 -1.274 -0.897
H -0.045 0.168 0.100
H -0.470 -2.280 -2.869
H -1.157 1.985 -0.964
H 4.085 1.877 -1.866
H 0.825 -2.606 2.099
H 0.555 1.520 -4.609
H -0.082 -4.590 0.864
```


Computed, not measured: the molecule C3H5NO, with ωB97M-V/def2-TZVPD.

## Properties
**ΔE to the lowest compared entry with this formula, charge and spin**: 58.9 kcal/mol
**E_LUMO**: 0.98 eV
**HOMO level**: -9.26 eV
**Orbital gap**: 10.24 eV

XYZ file:
```
10
C3H5NO ωB97M-V/def2-TZVPD
O 0.772 2.252 0.138
N 0.085 -0.919 0.272
C 0.524 -0.332 -0.944
C 0.194 1.246 -0.114
C -0.844 0.047 0.743
H 1.475 -0.780 -1.288
H -1.789 0.006 0.186
H 0.858 -1.020 0.920
H -1.047 -0.077 1.823
H -0.230 -0.423 -1.736
```


Computed, not measured: a cluster of 8 separate species, C22H61BF4N11O10 in total, with ωB97M-V/def2-TZVPD.

## Properties
**ΔE to the lowest compared entry with this formula, charge and spin**: 0.0 kcal/mol
**Total charge**: -1
**E_LUMO**: 2.26 eV
**HOMO level**: -6.47 eV
**Orbital gap**: 8.73 eV

XYZ file:
```
109
C22H61BF4N11O10 ωB97M-V/def2-TZVPD
F -0.189 0.238 -1.460
F 1.424 0.692 0.132
F -0.776 1.505 0.339
F -0.303 -0.617 0.692
O -0.311 5.605 2.727
O 0.946 -4.333 -1.916
O -6.585 2.090 -6.745
O -2.020 1.646 -5.108
O 2.932 -6.373 5.082
O 3.494 2.752 -3.486
O 2.913 2.342 4.827
O -5.249 -0.228 1.744
O -0.966 -5.097 1.636
O 3.752 -1.202 3.750
N 2.664 -1.272 1.775
N 2.488 4.583 3.061
N -3.362 0.918 1.260
N -0.081 -2.302 -2.315
N 1.979 0.187 3.383
N -3.482 -1.300 0.765
N -4.151 0.468 -6.943
N 2.351 1.109 -2.455
N 1.914 3.287 -1.942
N 0.807 -5.360 3.686
N 1.923 -2.405 -1.286
C -0.865 1.659 -4.312
C 2.874 2.575 6.231
C -0.201 -3.919 1.899
C -1.252 4.622 2.365
C -0.958 -5.431 0.247
C 0.265 -4.019 3.345
C 2.777 -6.764 3.722
C -1.798 1.053 -6.375
C -5.512 2.198 -5.826
C -4.837 0.843 -5.681
C 2.049 -5.619 2.982
C 4.068 -6.949 5.705
C 2.594 2.412 -2.708
C 0.724 5.841 1.789
C -2.991 1.263 -7.304
C 1.861 4.828 1.780
C 4.040 2.973 4.175
C 0.898 -3.100 -1.844
C -4.078 -0.228 1.338
C 2.844 -0.786 3.020
C -7.241 3.305 -7.026
C 3.516 3.562 2.884
B 0.066 0.481 -0.100
H 0.653 -3.792 1.229
H -3.242 2.327 -7.417
H -2.414 1.041 0.907
H -0.884 1.467 -6.822
H 1.098 6.808 2.135
H 2.812 3.636 6.488
H 4.410 3.854 2.329
H 2.131 -0.808 1.049
H 1.575 0.748 -1.928
H 4.498 3.778 4.757
H 1.792 4.147 3.657
H 0.020 -5.800 -0.068
H -0.019 2.092 -4.858
H -4.092 0.935 -4.894
H -4.009 -2.143 0.637
H -4.904 0.500 -7.620
H 2.714 -2.955 -1.007
H -0.184 -1.285 -2.231
H 3.241 -2.049 1.513
H 3.770 -6.849 3.270
H 0.375 6.025 0.766
H -6.515 3.923 -7.567
H -0.912 -3.098 1.808
H -3.806 1.640 1.803
H -7.971 3.133 -7.819
H -1.674 4.740 1.363
H -0.961 2.186 -3.365
H -0.559 0.635 -4.067
H -1.616 -6.287 0.095
H 2.690 -4.739 3.066
H 2.129 4.263 -2.050
H 2.495 5.196 0.973
H 1.029 -3.294 3.628
H -2.812 0.971 -8.342
H 3.041 2.728 2.348
H -2.075 4.669 3.078
H -0.764 3.652 2.503
H 0.045 -5.875 3.248
H -7.733 3.822 -6.202
H 3.005 0.553 -2.982
H 1.194 3.051 -1.283
H 1.394 0.615 2.687
H 1.867 -1.411 -1.328
H -1.220 -4.579 -0.381
H 4.807 2.210 4.044
H 2.136 0.722 4.231
H -4.799 3.003 -6.013
H -1.519 0.005 -6.219
H 3.812 2.223 6.670
H 4.942 -6.807 5.067
H 1.914 -5.924 1.937
H 2.146 -7.655 3.703
H -2.564 -1.109 0.414
H 3.886 -7.965 6.068
H -6.004 2.335 -4.852
H -0.645 -3.828 3.921
H 2.028 2.039 6.655
H 4.215 -6.363 6.615
H 1.408 3.879 1.450
H -5.598 0.119 -5.395
H -0.733 -2.789 -2.911
```